Entry from the OMol25 dataset: a molecular structure, C4H9NO2 in a non-equilibrium geometry (ωB97M-V/def2-TZVPD).

## Properties
Frontier orbital gap, eV: 6.12
Total charge: -2
Energy above the lowest of the compared OMol25 structures with the same formula, charge and spin, kcal per mole: 77.31
HOMO level, eV: 1.215
Electronic energy, a.u.: -362.7892

CARTESIAN COORDINATES (ANGSTROEM)
C (0.4069, 1.1961, -1.2436)
O (1.5294, 0.7160, -1.7037)
C (0.0851, 0.8954, 0.4814)
C (-0.5910, -0.4577, 0.8570)
C (-0.1565, -1.7095, 0.0558)
O (-0.6573, -2.9247, 0.4540)
N (-0.5421, 2.0699, 1.2563)
H (0.3204, 2.3205, -1.2648)
H (-0.4691, 0.6294, -1.6298)
H (1.1209, 0.6630, 0.7637)
H (-0.3783, -0.7850, 1.8851)
H (-1.6753, -0.2433, 0.8134)
H (0.9535, -1.7068, 0.1823)
H (-0.3035, -1.5488, -1.0270)
H (-1.0381, 1.5572, 0.3538)
H (0.0105, 2.8591, 0.9182)

Atoms 1-3, force components in eV/Å:
-0.5 -1.1 1.7
0.6 0.2 0.1
4.7 -2.9 0.1

Results of the natural (NBO) charge analysis, in e, for atoms 1 through 5: 0.016 -0.921 -0.275 -0.429 -0.023